1.
56
Properties=species:S:1:pos:R:3:forces:R:3:mulliken_charge:R:1 method="wB97M-V/def2-TZVPD" spin_multiplicity=2 s_squared=0.7624 lumo_energy_ev="2.14 / 2.14" homo_lumo_gap_ev="6.51 / 6.51" total_charge=-1
Co -1.0702 -0.5037 -0.3511 0.12 0.05 -0.49 -0.0758
O -1.7624 -0.6708 5.6400 -0.01 -0.02 0.01 -0.5491
C -1.6024 -0.6520 4.2919 -0.01 0.02 -0.03 1.0082
C -2.6401 -0.9456 3.4149 -0.01 0.01 0.02 -0.6303
C -2.3938 -0.8874 2.0582 0.09 0.03 0.02 -0.2834
N -1.1834 -0.5914 1.5840 0.05 0.00 0.21 0.7735
C -0.1801 -0.3228 2.4215 0.02 -0.03 -0.01 0.1406
C -0.3485 -0.3182 3.7926 -0.09 -0.07 -0.14 -0.7626
C 1.1885 -0.0401 1.8210 -0.34 0.10 0.30 -0.0753
O 2.0620 0.3720 2.5367 0.31 0.18 0.10 -0.6889
O 1.2438 -0.2618 0.5315 -0.08 -0.34 -0.11 0.3873
C -3.4783 -1.1153 0.9930 0.03 0.00 0.12 0.1708
O -4.6087 -1.3669 1.3978 -0.03 -0.01 -0.02 -0.8005
O -3.0548 -0.9872 -0.1958 -0.05 0.03 0.07 -0.5728
H -2.6621 -0.9457 5.8477 0.00 0.01 -0.02 0.2975
H -3.6382 -1.2092 3.7430 -0.02 0.02 0.01 0.4735
H 0.4839 -0.0828 4.4375 0.02 -0.01 0.01 0.5941
Cl -0.5405 -2.9820 -0.8674 -0.06 -0.03 -0.17 -0.2651
C -0.7045 -2.1442 -2.4081 0.02 -0.04 0.11 1.3553
C -0.9692 -0.7924 -2.2819 -0.11 -0.07 0.16 -1.3866
C -1.1409 -0.1176 -3.4764 0.01 0.14 -0.03 1.1121
Cl -1.5419 1.5820 -3.4583 0.01 -0.08 0.01 -0.2285
C -1.0134 -0.7478 -4.7163 0.02 0.01 -0.02 -0.0931
Cl -1.2050 0.1414 -6.1870 0.00 -0.01 0.01 -0.2202
C -0.7276 -2.1094 -4.7796 0.00 -0.04 0.00 0.6853
Cl -0.5653 -2.9059 -6.3032 0.00 0.00 0.00 -0.2210
C -0.5772 -2.8336 -3.5990 0.01 -0.01 -0.03 -0.4618
Cl -0.2528 -4.5262 -3.6253 0.01 0.02 0.00 -0.2219
C 3.9723 1.0536 -0.0845 0.02 0.00 -0.04 -0.4424
O 3.9105 -0.3569 -0.1248 -0.12 -0.04 -0.03 -0.2556
P 2.5364 -1.2250 -0.3259 0.17 -0.06 -0.14 -0.5063
O 2.9324 -2.0056 1.2197 0.08 0.31 0.06 -0.3053
C 2.0476 -2.9451 1.7418 -0.11 -0.23 -0.12 -0.4244
O 1.9427 -0.0660 -1.6884 0.07 0.08 0.22 0.5323
C 2.4865 -0.4261 -2.9207 -0.06 -0.08 -0.08 -1.0310
H 5.0204 1.3280 -0.2154 -0.01 0.01 0.02 0.2996
H 3.6207 1.4190 0.8830 -0.01 -0.01 0.01 0.1540
H 3.3763 1.4971 -0.8833 0.00 0.01 -0.02 0.1408
H 2.0982 -2.9313 2.8367 0.03 0.02 -0.01 0.2383
H 2.2773 -3.9670 1.4083 0.00 0.02 -0.01 0.2572
H 0.9985 -2.7586 1.4666 -0.01 0.03 0.00 0.0266
H 1.8388 -1.1252 -3.4728 0.01 0.00 0.01 0.1835
H 3.4720 -0.9077 -2.8258 0.00 -0.01 0.01 0.3814
H 2.6202 0.4610 -3.5526 0.01 0.01 0.03 0.2365
C -1.7522 4.6854 1.1725 0.00 0.01 0.02 -0.9172
N -1.1971 3.5512 0.4687 0.02 -0.01 -0.05 0.1801
C -0.0016 3.5095 -0.2176 0.02 0.02 0.01 -0.6926
C 0.1429 2.2343 -0.6662 -0.02 -0.01 0.02 -0.7273
N -0.9468 1.4993 -0.2618 0.18 0.07 0.12 0.4773
C -1.7189 2.3108 0.4206 -0.16 -0.04 -0.12 -0.5269
H -1.3698 5.6006 0.7259 -0.02 0.00 0.00 0.3189
H -1.4806 4.6652 2.2285 0.01 0.01 -0.01 0.3137
H -2.8367 4.6799 1.0803 0.00 0.00 0.01 0.3410
H 0.6223 4.3799 -0.3160 0.01 0.01 0.00 0.4871
H 0.9358 1.7574 -1.2247 0.01 -0.01 -0.01 0.2831
H -2.6651 2.0470 0.8660 -0.01 -0.01 0.02 0.5162

***

2.
8
Properties=species:S:1:pos:R:3:forces:R:3:mulliken_charge:R:1 method="wB97M-V/def2-TZVPD" lumo_energy_ev="-2.92 / -3.48" homo_lumo_gap_ev="7.99 / 7.70"
C 3.7016 0.1316 0.0394 0.74 -0.31 0.12 -0.1567
C 2.6246 0.5996 -0.1553 -0.98 0.42 -0.13 -0.2295
O -0.2769 1.5907 0.1002 3.11 3.60 0.32 -0.1759
Si -1.3293 0.4821 -0.0288 -3.64 -4.55 -0.41 0.4142
H 4.6597 -0.2968 0.1941 0.11 -0.06 0.02 0.3930
H -2.7061 1.0496 -0.2270 0.33 0.45 0.03 -0.0648
H -1.4781 -0.3959 1.1649 0.16 0.21 0.03 -0.0906
H -1.1520 -0.4370 -1.1893 0.17 0.25 0.01 -0.0897

***

3.
16
Properties=species:S:1:pos:R:3:forces:R:3:mulliken_charge:R:1 method="wB97M-V/def2-TZVPD" lumo_energy_ev=1.04 homo_lumo_gap_ev=9.06
C -1.3931 1.1679 0.4430 2.28 0.76 -2.71 0.0877
C -2.2357 1.9994 -0.4671 -0.56 0.39 -1.00 -1.1149
C -0.7013 -1.3311 0.0688 -0.66 -1.65 -0.20 -0.1866
C 3.0862 -1.3523 0.1263 -0.61 -1.02 -1.99 -0.9689
N -0.7344 -0.0676 0.1465 -1.45 1.46 0.66 0.4268
N 0.0862 0.9213 0.2206 -0.92 0.73 0.03 -0.8799
H -1.7234 1.3710 1.3702 -0.47 -0.28 3.84 0.3985
H -3.2877 1.8864 -0.1712 0.20 0.28 -0.04 0.2918
H -2.1629 1.6277 -1.4501 -0.04 -0.69 -1.44 0.3160
H -2.0042 3.0897 -0.6491 0.16 -1.09 1.12 0.2837
H -1.4650 -2.1073 0.1221 -0.33 1.12 0.00 0.2494
H 0.2805 -1.6370 -0.0445 1.80 -1.03 -0.28 0.1186
H 2.7171 -1.6149 -0.9567 1.10 -0.16 1.89 0.2214
H 2.6981 -2.1156 0.8319 -0.49 0.86 -0.35 0.2256
H 4.1826 -1.5070 0.2485 -0.70 0.87 -0.56 0.2748
H 2.6571 -0.3306 0.1608 0.69 -0.54 1.01 0.2560

***

4.
9
Properties=species:S:1:pos:R:3:forces:R:3:mulliken_charge:R:1 method="wB97M-V/def2-TZVPD" lumo_energy_ev=4.32 smiles=[O-]N1C[C@H]1O homo_lumo_gap_ev=5.79 total_charge=-1
C 0.3602 -0.7381 0.1722 -0.63 5.37 1.15 -0.7183
C 0.0669 0.8383 -0.3814 0.30 -4.09 1.14 -0.3225
N 1.2304 0.4448 0.3560 -1.24 0.63 0.66 -0.1469
O 2.5439 0.5499 0.0009 -0.43 -0.09 -0.62 -0.8047
O -1.0957 1.4198 0.2020 0.93 0.73 -0.98 -0.5082
H -0.2983 -0.8888 1.0068 0.01 -0.63 0.44 0.2184
H 0.3231 -1.3911 -0.5961 0.58 -2.26 -2.59 0.4584
H -0.0712 0.8467 -1.4388 0.55 0.30 -0.91 0.4653
H -0.9292 1.2109 1.1016 -0.07 0.04 1.71 0.3585

***

| no. | DFT total energy (eV) | F_max (eV/A) |
| --- | --- | --- |
| 1 | -151414.0851 | 0.51 |
| 2 | -12055.8307 | 5.84 |
| 3 | -7285.7335 | 3.87 |
| 4 | -7719.7385 | 5.53 |